ORCA calculation (ωB97M-V/def2-TZVPD) on a single C4H4N2O molecule.

Properties
Calculated total energy   -9236.0508 eV
HOMO-LUMO gap   0.326 Ha
SMILES string   [H]/N=C/N1C=C1C=O
Charge   0

Each line ends with the Mulliken charge.
Atoms and positions in Å:
H (1.429967, -2.080783, 0.982862)  0.235
N (0.805315, -1.362360, 0.622473)  -0.528
C (1.408885, -0.546078, -0.131585)  0.035
N (0.670577, 0.449439, -0.833347)  -0.450
C (0.176634, 1.599459, -0.051407)  -0.194
C (-0.672011, 0.649857, -0.202800)  0.328
C (-1.948507, -0.061887, -0.096772)  -0.059
O (-2.215381, -1.038384, -0.753683)  -0.418
H (2.473614, -0.563267, -0.389341)  0.379
H (0.519792, 2.588934, 0.206295)  0.381
H (-2.648881, 0.365070, 0.647307)  0.290

Atomic forces in eV per Å
H 0.00 0.10 0.00
N 0.33 0.19 -0.18
C -0.08 -0.19 0.13
N 0.08 -0.17 -0.11
C -0.28 -0.07 0.07
C 0.06 0.14 0.09
C -0.08 -0.24 -0.22
O 0.09 0.48 0.29
H -0.17 0.00 0.05
H -0.02 -0.20 0.02
H 0.08 -0.04 -0.14